The following is a DFT calculation (ωB97M-V with the def2-TZVPD basis set) of C3H5NO2S as an isolated structure.

**Gap between HOMO and LUMO**: 7.90 eV
**LUMO level**: -1.16 eV

Geometry (Å):
1 C 0.244 -1.772 0.096
2 O -1.253 1.620 -0.124
3 H -0.112 -2.798 1.021
4 H -2.161 0.906 -0.585
5 C 1.010 1.099 0.093
6 O 1.467 -1.635 -0.405
7 H 1.193 1.539 1.091
8 S -2.333 -0.970 -0.086
9 C -0.720 -0.664 -0.225
10 N -0.328 0.606 -0.200
11 H 1.338 1.818 -0.618
12 H 1.654 0.252 -0.060